(1)
This record from the OMol25 dataset describes 3 unconnected molecules or ions with the total composition C3H12O3S in a non-equilibrium geometry. The level of theory is wB97M-V/def2-TZVPD.

The geometry in XYZ format:
```
19
C3H12O3S (wB97M-V/def2-TZVPD)
H 0.65 1.62 0.86
H -1.05 -2.15 0.67
O 2.97 2.65 0.69
H 0.16 0.96 -0.63
H -1.79 0.76 0.89
O 2.96 0.16 -2.55
H -0.85 -0.10 2.12
H 2.82 0.47 -1.64
S -3.29 -1.32 0.15
O 1.45 -0.21 0.23
H 3.05 3.05 -0.16
C -0.97 0.02 0.95
H -1.08 -1.22 -0.89
C 0.28 0.72 0.38
C -1.45 -1.25 0.20
H 2.39 3.33 1.12
H 3.92 -0.06 -2.40
H -3.52 -2.68 0.37
H 1.70 -0.47 1.10
```

Values from the calculation:
SMILES   OCCCS.O.O
Highest occupied orbital energy   -0.333 Eh
E_tot   -20282.228 eV
Energy relative to the best compared isomer or geometry (same formula, charge and spin)   26.7 kcal per mole


(2)
This record from the OMol25 dataset describes 4 unconnected molecules or ions with the total composition C3H12O4 in a non-equilibrium geometry. The level of theory is wB97M-V/def2-TZVPD.

The geometry in XYZ format:
```
19
C3H12O4 (wB97M-V/def2-TZVPD)
O 2.67 -0.32 0.76
O -0.32 -1.69 0.62
H 1.34 0.91 -1.90
O 0.18 -0.64 -2.48
H -0.24 0.18 -2.22
C -1.78 0.18 1.03
H 2.91 0.19 -0.01
O 1.47 1.72 -1.40
H -0.28 -1.26 -1.90
H -0.76 -2.48 0.28
H 2.38 1.95 -1.62
H -2.80 -0.05 0.70
H -1.79 -1.62 2.17
C -1.07 -1.02 1.63
H -0.28 -0.68 2.31
H -1.38 1.68 -0.44
H -0.76 2.04 1.27
C -1.22 1.33 0.59
H 1.71 -0.40 0.61
```

Values from the calculation:
SMILES   C=CCO.O.O.O
Highest occupied orbital energy   -0.330 Eh
E_tot   -11493.009 eV
Energy relative to the best compared isomer or geometry (same formula, charge and spin)   63.5 kcal per mole


(3)
This record from the OMol25 dataset describes 4 unconnected molecules or ions with the total composition C3H12O4 in a non-equilibrium geometry. The level of theory is wB97M-V/def2-TZVPD.

The geometry in XYZ format:
```
19
C3H12O4 (wB97M-V/def2-TZVPD)
O 1.42 -1.16 -0.71
O 2.85 0.97 -2.37
C -0.69 -0.95 2.48
H -2.14 1.55 0.62
H 2.65 0.73 -3.29
H 1.90 -1.99 -0.55
H -0.40 1.51 -2.76
C -1.73 0.06 2.11
O 0.04 0.99 -2.07
H -0.73 0.68 -1.55
H 0.33 -0.58 2.37
H -0.80 -1.17 3.53
H 1.92 1.21 -2.16
H -2.29 0.59 2.88
H 2.09 -0.60 -1.14
O -1.31 -0.17 -0.18
H -0.86 -1.90 1.98
H -0.36 -0.33 -0.09
C -1.89 0.53 0.88
```

Values from the calculation:
SMILES   C/C=C\O.O.O.O
Highest occupied orbital energy   -0.336 Eh
E_tot   -11494.732 eV
Energy relative to the best compared isomer or geometry (same formula, charge and spin)   23.8 kcal per mole


(4)
This record from the OMol25 dataset describes 4 unconnected molecules or ions with the total composition C3H12O4 in a non-equilibrium geometry. The level of theory is wB97M-V/def2-TZVPD.

The geometry in XYZ format:
```
19
C3H12O4 (wB97M-V/def2-TZVPD)
H 0.17 -0.31 -2.91
H -0.14 -0.50 1.64
H 0.21 -0.12 -4.53
H -5.22 0.29 1.77
O 0.29 -0.67 -3.79
H 3.50 1.81 -1.02
H -5.56 1.23 0.65
H 1.07 -1.01 -0.02
C 2.88 0.91 -1.16
C 0.96 0.08 0.26
O 0.18 -1.72 2.68
C 1.80 0.95 -0.13
H 3.56 0.09 -1.10
H 0.94 -2.24 2.42
H 2.59 1.27 -2.07
O -0.18 0.27 1.08
O -4.80 0.65 1.03
H -0.49 -2.38 3.07
H 1.71 1.97 0.25
```

Values from the calculation:
SMILES   C/C=C/O.O.O.O
Highest occupied orbital energy   -0.320 Eh
E_tot   -11493.476 eV
Energy relative to the best compared isomer or geometry (same formula, charge and spin)   52.7 kcal per mole


(5)
This record from the OMol25 dataset describes 4 unconnected molecules or ions with the total composition C3H12O4S in a non-equilibrium geometry. The level of theory is wB97M-V/def2-TZVPD.

The geometry in XYZ format:
```
20
C3H12O4S (wB97M-V/def2-TZVPD)
H 0.97 -2.63 -0.54
H 2.90 0.72 -0.69
H -1.61 1.47 -1.90
H 0.77 -0.68 1.40
O -2.20 0.77 -1.95
O 2.79 1.65 -1.00
O 2.02 -0.97 -1.18
C -1.14 -1.38 0.25
H -1.24 -2.46 0.58
H 2.01 1.66 0.90
H 0.89 2.58 0.92
H 2.36 1.38 -1.82
H -1.86 -0.83 2.48
H 0.25 0.33 0.10
H -2.07 0.17 -2.74
O 1.45 2.05 1.65
S -2.28 -0.42 1.28
C 1.20 -1.54 -0.47
C 0.31 -0.71 0.46
H -1.52 -1.24 -0.72
```

Values from the calculation:
SMILES   O=CCCS.O.O.O
Highest occupied orbital energy   -0.330 Eh
E_tot   -22329.328 eV
Energy relative to the best compared isomer or geometry (same formula, charge and spin)   29.5 kcal per mole


(6)
This record from the OMol25 dataset describes C3H13BrSi3 in the gas phase in a non-equilibrium geometry. The level of theory is wB97M-V/def2-TZVPD.

The geometry in XYZ format:
```
20
C3H13BrSi3 (wB97M-V/def2-TZVPD)
Si -2.14 1.96 -1.58
H 2.94 -1.05 0.13
H -0.08 0.54 2.40
H 1.05 -0.76 2.46
H -1.07 -2.69 0.46
C 2.09 -1.61 -0.24
H -2.04 3.21 -0.63
Br 0.93 0.95 -3.31
H -2.02 -1.32 -0.03
Si 0.43 -0.63 0.11
Si 0.02 1.18 -1.24
H -0.82 -2.21 -1.22
H 0.98 2.21 -0.82
H -2.80 0.97 -0.69
C -0.99 -1.84 -0.18
H -2.90 2.33 -2.93
H 2.13 -2.30 0.58
H 1.48 0.82 1.68
H 2.16 -1.97 -1.23
C 0.74 0.13 1.79
```

Values from the calculation:
SMILES   C[Si](C)(C)[Si@H]([SiH3])Br
Highest occupied orbital energy   -0.337 Eh
E_tot   -96997.241 eV
Energy relative to the best compared isomer or geometry (same formula, charge and spin)   2.8 kcal per mole


(7)
This record from the OMol25 dataset describes 2 unconnected molecules or ions with the total composition C3H13N2 in a non-equilibrium geometry. The level of theory is wB97M-V/def2-TZVPD.

The geometry in XYZ format:
```
18
C3H13N2 (wB97M-V/def2-TZVPD)
H -1.27 0.37 -0.28
H -0.35 -2.06 0.59
C -0.11 0.17 -2.02
H -0.77 2.65 0.26
N -0.03 -1.24 1.12
C -0.35 2.19 -0.63
H 0.72 2.57 -0.71
H 1.90 -1.21 2.00
H -1.08 2.55 -1.53
H 0.85 0.73 -2.35
H 0.64 -1.55 3.13
H 0.98 -2.88 1.96
H 0.41 0.36 0.02
H -0.03 -0.94 -1.97
N -0.44 0.69 -0.62
C 0.93 -1.77 2.09
H -0.85 0.49 -2.84
H -0.73 -0.79 1.62
```

Values from the calculation:
Total charge   +1
Highest occupied orbital energy   -0.509 Eh
E_tot   -6294.237 eV
Energy relative to the best compared isomer or geometry (same formula, charge and spin)   54.9 kcal per mole


(8)
This record from the OMol25 dataset describes 2 unconnected molecules or ions with the total composition C3H13N2O in a non-equilibrium geometry. The level of theory is wB97M-V/def2-TZVPD.

The geometry in XYZ format:
```
19
C3H13N2O (wB97M-V/def2-TZVPD)
N 0.31 0.36 1.08
H 0.38 -0.56 1.55
H 0.08 1.09 1.74
N -0.50 -2.15 1.03
H -0.05 -1.55 -0.93
O 0.10 2.42 -2.03
C 1.56 0.62 0.33
H 2.23 -0.24 0.40
H -1.33 -2.26 1.63
H -0.19 -3.10 0.85
H -1.76 0.28 0.84
H -0.64 2.30 -2.63
C -0.91 0.07 0.20
H 2.08 1.47 0.77
H -1.78 -1.71 -0.68
H 1.35 0.87 -0.70
H -0.88 0.76 -0.64
C -0.83 -1.40 -0.18
H 0.80 2.75 -2.61
```

Values from the calculation:
Total charge   +1
Highest occupied orbital energy   -0.532 Eh
E_tot   -8343.429 eV
Energy relative to the best compared isomer or geometry (same formula, charge and spin)   12.8 kcal per mole


(9)
This record from the OMol25 dataset describes 3 unconnected molecules or ions with the total composition C3H13N2O3 in a non-equilibrium geometry. The level of theory is wB97M-V/def2-TZVPD.

The geometry in XYZ format:
```
21
C3H13N2O3 (wB97M-V/def2-TZVPD)
O -0.86 1.54 -2.09
N 1.90 0.31 2.61
C 0.22 -0.69 -0.05
O -0.40 -0.08 2.40
H 2.77 0.76 2.26
C 0.87 0.54 0.48
H 0.44 1.42 0.03
H -1.54 -0.36 1.19
H 0.45 -1.65 0.53
C 0.73 0.35 1.95
H -0.49 -2.37 -2.30
H -0.77 -1.01 -2.95
H 0.05 1.79 -1.81
H 0.31 -0.58 -1.17
H 1.92 -0.06 3.60
N -1.40 -0.46 0.15
H -1.92 -1.20 -0.18
H -1.34 2.34 -2.08
H 1.84 0.55 -0.02
H -1.63 0.50 -0.23
O -1.15 -1.66 -2.33
```

Values from the calculation:
Total charge   +1
Highest occupied orbital energy   -0.528 Eh
E_tot   -12438.009 eV
Energy relative to the best compared isomer or geometry (same formula, charge and spin)   38.4 kcal per mole


(10)
This record from the OMol25 dataset describes 2 unconnected molecules or ions with the total composition C3H13N2OS in a non-equilibrium geometry. The level of theory is wB97M-V/def2-TZVPD.

The geometry in XYZ format:
```
20
C3H13N2OS (wB97M-V/def2-TZVPD)
H -1.31 1.56 -1.27
H 0.97 0.53 -1.51
H -2.49 1.84 0.01
H 2.56 2.08 -0.93
C -0.08 -1.90 0.54
H -0.17 1.21 0.96
H -0.97 -0.86 -1.08
H 0.86 -2.47 0.34
H -0.78 -2.65 0.16
N -1.85 1.24 -0.48
N 1.10 -0.28 -0.92
H -1.58 -1.94 2.49
H -1.70 0.15 1.12
C -0.25 -0.63 -0.27
S -0.22 -2.03 2.33
O 2.05 2.03 -0.12
H 1.90 -0.12 -0.30
C -0.91 0.55 0.47
H 1.44 2.76 -0.04
H 1.40 -1.09 -1.47
```

Values from the calculation:
Total charge   +1
Highest occupied orbital energy   -0.469 Eh
E_tot   -19177.370 eV
Energy relative to the best compared isomer or geometry (same formula, charge and spin)   36.8 kcal per mole


(11)
This record from the OMol25 dataset describes a molecular structure, C3H13N2OTc in a non-equilibrium geometry. The level of theory is wB97M-V/def2-TZVPD.

The geometry in XYZ format:
```
20
C3H13N2OTc (wB97M-V/def2-TZVPD)
H -0.73 2.47 -0.14
C -1.56 -1.15 0.64
H -3.27 -2.18 1.08
H 3.84 0.33 -1.08
H 1.34 -1.04 0.28
O -1.00 -0.44 -0.27
N -0.20 2.12 -0.96
H 0.35 2.93 -1.25
Tc 0.86 0.32 -0.49
H 2.13 0.11 -1.65
H -3.25 -1.42 -0.50
H 2.80 1.35 -0.18
H -0.69 -0.62 2.54
H -0.92 2.02 -1.69
C 2.89 0.88 -1.17
H -0.11 -2.18 1.85
N -2.80 -1.61 0.39
C -0.98 -1.51 1.96
H 3.05 1.69 -1.89
H -1.75 -2.05 2.54
```

Values from the calculation:
2S+1   4
Total charge   +1
Highest occupied orbital energy (alpha / beta)   -0.451 / -0.409 Eh
E_tot   -10540.067 eV


(12)
This record from the OMol25 dataset describes 2 unconnected molecules or ions with the total composition C3H13N2S in a non-equilibrium geometry. The level of theory is wB97M-V/def2-TZVPD.

The geometry in XYZ format:
```
19
C3H13N2S (wB97M-V/def2-TZVPD)
H -1.89 -0.75 -2.15
H 1.80 0.14 0.03
H -0.38 -1.22 -2.95
C 0.90 -0.25 2.54
H -0.86 -0.22 1.24
N 0.85 -0.25 0.04
H -1.52 -0.08 -3.72
H 0.32 1.13 -2.72
H 0.95 -1.26 0.06
N -0.36 0.71 -2.09
H 0.11 1.30 1.26
S 0.05 0.32 4.05
H 0.34 0.15 -0.99
H 1.90 0.18 2.61
H 0.98 -1.35 2.60
H -1.02 1.45 -1.87
C 0.14 0.21 1.27
H -1.23 0.22 3.60
C -1.07 -0.40 -2.79
```

Values from the calculation:
2S+1   2
Total charge   +2
Highest occupied orbital energy (alpha / beta)   -0.672 / -0.672 Eh
E_tot   -17118.390 eV
Energy relative to the best compared isomer or geometry (same formula, charge and spin)   0.0 kcal per mole